The following is a DFT calculation (the ωB97M-V functional and the def2-TZVPD basis) of an isolated molecule of C2H3NO2.

```
8
C2H3NO2 | OMol25 | the ωB97M-V functional and the def2-TZVPD basis
N -1.18315 -0.18028 0.25443
C -0.10710 0.55307 -0.10138
O -0.09836 1.74925 -0.32898
C 1.19752 -0.23486 -0.21221
O 1.42229 -1.23419 0.42385
H -2.06602 0.28666 0.40004
H -1.09328 -1.16149 0.46961
H 1.92810 0.22183 -0.90538
```

Summary:
- HOMO: -10.0 eV
- SMILES: NC(=O)C=O
- LUMO energy: 0.0 eV
- Energy: -7707.5854 eV



The following is a DFT calculation (the ωB97M-V functional and the def2-TZVPD basis) of a cluster of 2 separate species, C4H8OS in total at a distorted geometry.

```
14
C4H8OS | OMol25 | the ωB97M-V functional and the def2-TZVPD basis
C -0.50863 0.66276 -1.39979
C -0.20293 0.33652 -0.12871
C 2.02985 0.01818 0.62406
C 0.77610 -0.71091 0.23551
O -4.52401 -0.57799 1.18096
S -4.48150 -0.55879 -0.32224
H -1.02886 1.48641 -1.70794
H 0.07517 0.31943 -2.26139
H -0.61231 0.69674 0.84468
H 1.81465 0.75361 1.46594
H 2.53227 0.63910 -0.25699
H 2.72226 -0.59562 1.24218
H 0.40671 -1.22868 1.08277
H 1.00124 -1.24076 -0.59903
```

Summary:
- HOMO (alpha / beta): -9.4 / -9.3 eV
- SMILES: C=CCC.O=S
- LUMO energy (alpha / beta): -1.6 / -1.6 eV
- Energy: -17156.7880 eV



The following is a DFT calculation (the ωB97M-V functional and the def2-TZVPD basis) of an isolated molecule of C6H13NO4 at a distorted geometry.

```
24
C6H13NO4 | OMol25 | the ωB97M-V functional and the def2-TZVPD basis
C 0.03849 1.50792 0.05144
C -1.44081 1.34009 -0.39012
C -1.63384 -1.17392 -0.40441
C -0.22067 -1.52585 0.10550
C 0.98857 -0.94304 -0.63366
C 1.06887 0.62806 -0.69079
H 1.20609 1.55957 1.55727
H 0.34580 2.54029 -0.19333
H -1.97584 2.16212 0.03325
H -1.45354 1.34424 -1.47175
H -2.03988 0.15272 1.12343
H -2.35703 -1.97054 0.05238
H -1.72138 -1.20090 -1.50728
H -0.07991 -2.62617 0.02865
H -0.05896 -0.30425 1.65148
H 1.04799 -1.30005 -1.64665
H 1.80412 -1.33406 1.00048
H 1.04779 0.88261 -1.75829
H 2.87612 0.35646 -0.05307
N -2.03371 0.13110 0.11589
O 0.26886 1.42375 1.45772
O -0.09483 -1.30377 1.53617
O 2.12852 -1.42446 0.09889
O 2.28918 1.07811 -0.06321
```

Summary:
- HOMO: -8.8 eV
- SMILES: O[C@@H]1[C@H](O)[C@H](O)CNC[C@@H]1O
- LUMO energy: 0.7 eV
- Energy: -16112.0445 eV



The following is a DFT calculation (the ωB97M-V functional and the def2-TZVPD basis) of a cluster of 2 separate species, C4H12N2S in total at a distorted geometry.

```
19
C4H12N2S | OMol25 | the ωB97M-V functional and the def2-TZVPD basis
C 0.93812 -0.10505 0.36969
C 1.73504 0.81992 -0.06517
C -1.60634 -0.95576 -1.18319
C -1.43421 -0.07504 -0.00326
N 3.22609 0.75513 0.08135
N -1.82537 -0.68341 1.28567
S -1.86923 1.61815 -0.05758
H 1.16918 -1.03353 0.85502
H 1.41568 1.72541 -0.55878
H -1.12039 -0.54258 -2.06487
H -1.19861 -1.95174 -1.01815
H -2.66907 -1.06442 -1.42392
H 3.51270 -0.14466 0.49326
H 3.57461 1.51757 0.68272
H 3.67747 0.85841 -0.84015
H -1.54360 -1.67693 1.31746
H -1.39899 -0.18962 2.08629
H -2.85434 -0.64670 1.41559
H -1.72873 1.77486 -1.37198
```

Summary:
- Charge: +2
- HOMO (alpha / beta): -16.7 / -16.7 eV
- LUMO energy (alpha / beta): -8.3 / -8.3 eV
- Energy: -18137.9422 eV



The following is a DFT calculation (the ωB97M-V functional and the def2-TZVPD basis) of an isolated molecule of Cl2H3N2OP at a distorted geometry.

```
9
Cl2H3N2OP | OMol25 | the ωB97M-V functional and the def2-TZVPD basis
N -0.33059 0.58552 0.15192
N 0.78803 -0.03253 -0.56327
O 1.96473 0.07503 1.83728
P 2.12166 -0.08216 0.38307
Cl 3.28267 1.38895 -0.36852
Cl 2.85492 -1.77648 -0.28652
H -0.26415 0.11484 0.98299
H 0.03646 1.50452 0.49632
H 0.41770 -0.38316 -1.47288
```

Summary:
- HOMO: -10.5 eV
- SMILES: NNP(=O)(Cl)Cl
- LUMO energy: 0.5 eV
- Energy: -39411.2915 eV



The following is a DFT calculation (the ωB97M-V functional and the def2-TZVPD basis) of an isolated molecule of C13H16Cl2N2O3S at a distorted geometry.

```
37
C13H16Cl2N2O3S | OMol25 | the ωB97M-V functional and the def2-TZVPD basis
C -0.89229 -2.20159 -2.17853
H -1.95436 -2.04225 -2.04729
H -0.39709 -1.30814 -2.53428
H -0.71048 -3.03408 -2.84666
S -0.18376 -2.63355 -0.57544
O 1.21565 -2.89524 -0.73061
O -0.99428 -3.64552 0.03635
N -0.29634 -1.15556 0.22479
C -1.61856 -0.68225 0.40837
C -2.53479 -1.34072 1.21662
C -3.81282 -0.83414 1.37370
C -4.18846 0.33428 0.73529
C -3.28275 0.99735 -0.07882
C -1.99958 0.48816 -0.24790
Cl -0.87594 1.28693 -1.26257
Cl -3.74721 2.44544 -0.88405
H -5.17919 0.74061 0.86166
H -4.52103 -1.34951 2.00292
H -2.23590 -2.25758 1.69900
C 0.57661 -0.99857 1.37892
C 0.88734 0.49403 1.53136
O 0.32847 1.17694 2.37116
N 1.76810 0.99467 0.65886
C 2.49397 0.28210 -0.37580
C 2.98816 1.39830 -1.29323
H 3.87329 1.10928 -1.85520
C 3.24811 2.54196 -0.31437
C 2.08171 2.41645 0.65926
H 2.31700 2.74484 1.67366
H 1.20775 2.98072 0.31630
H 3.27611 3.51505 -0.79912
H 4.19347 2.38200 0.20507
H 2.20140 1.68047 -1.99367
H 1.85875 -0.44108 -0.88758
H 3.34221 -0.25585 0.06595
H 0.09526 -1.34476 2.30129
H 1.47145 -1.58917 1.18458
```

Summary:
- HOMO: -9.2 eV
- SMILES: CS(=O)(=O)N(CC(=O)N1CCCC1)c1cccc(Cl)c1Cl
- LUMO energy: 0.5 eV
- Energy: -58743.7348 eV



The following is a DFT calculation (the ωB97M-V functional and the def2-TZVPD basis) of a structure of composition C20H22BN4OPdS5.

```
54
C20H22BN4OPdS5 | OMol25 | the ωB97M-V functional and the def2-TZVPD basis
Pd -0.02916 0.16064 1.43638
S 2.24651 -0.02757 1.84662
S 2.45836 -1.35303 3.43115
S 1.04672 -0.55576 4.65932
S -0.59335 -0.84081 3.43507
B -1.79985 1.23748 -1.42932
N -2.58386 0.81962 -0.15346
C -3.91032 0.62590 -0.17455
C -4.26497 -0.16999 0.89504
C -3.05597 -0.43187 1.53961
N -2.05575 0.17148 0.90333
N -0.42001 1.86280 -1.10189
C 0.15603 2.81938 -1.84183
C 1.46936 2.96446 -1.43921
C 1.61733 2.02912 -0.41612
N 0.47592 1.36692 -0.22865
H -1.63754 0.25235 -2.13046
H -2.45012 2.08306 -1.99941
H -4.49896 1.04857 -0.97150
H -5.24814 -0.50758 1.17239
H -2.86458 -1.01156 2.42591
H -0.41316 3.32005 -2.60652
H 2.20647 3.64982 -1.81911
H 2.47232 1.81876 0.20430
O -0.51948 -2.78654 0.52811
S -0.40420 -3.02134 -0.93289
C 0.68919 -1.72167 -1.57795
C 0.96691 -1.90854 -3.03814
C -0.07854 -1.88860 -3.96084
C 0.17038 -2.07888 -5.31189
C 1.46798 -2.28309 -5.76157
C 2.51571 -2.28843 -4.85145
C 2.26555 -2.10455 -3.49900
C 0.70826 -4.46057 -1.12074
C 2.10458 -4.29168 -0.59374
C 3.18810 -4.59146 -1.41661
C 4.48963 -4.43496 -0.96350
C 4.72183 -3.96192 0.32062
C 3.64827 -3.65564 1.14471
C 2.34482 -3.82590 0.69994
H 1.58646 -1.69234 -0.95787
H 0.12051 -0.80856 -1.39084
H -1.08784 -1.70381 -3.61250
H -0.65135 -2.05747 -6.01696
H 1.66242 -2.42699 -6.81713
H 3.53280 -2.43363 -5.19449
H 3.08222 -2.10954 -2.78769
H 0.71050 -4.72850 -2.17946
H 0.15993 -5.23145 -0.57446
H 3.00647 -4.94174 -2.42686
H 5.32044 -4.67388 -1.61664
H 5.73587 -3.82511 0.67545
H 3.81518 -3.26756 2.14120
H 1.51557 -3.55611 1.34241
```

Summary:
- Charge: -1
- HOMO: -4.1 eV
- LUMO energy: 2.6 eV
- Energy: -87442.1202 eV



> Look up the energy of the first one.

-7707.5854 eV



> The lowest energy belongs to which entry?

C20H22BN4OPdS5



> Which value of energy does entry 3 give?

-16112.0445 eV



> The lowest energy belongs to which entry?

C20H22BN4OPdS5